(1)
Here is a 2-piece molecular cluster, C4H6N2O overall in a non-equilibrium geometry from the Open Molecules 2025 dataset. Energies are from the ωB97M-V functional and the def2-TZVPD basis.

```
13
C4H6N2O the ωB97M-V functional and the def2-TZVPD basis
C 0.1244 -1.5356 0.9457
C -0.5094 -1.1174 -0.1832
N 0.0717 -1.1561 -1.3957
O -0.4297 -0.0152 -2.0024
C -1.0277 0.7988 -1.1305
N 0.8398 1.4260 -0.1058
C -1.3633 0.0698 -0.0156
H 1.1676 -1.8335 0.8858
H 1.0304 0.6095 0.4744
H -0.3623 -1.5484 1.9145
H 0.6018 2.2327 0.4524
H 1.5736 1.6189 -0.7721
H -1.7169 0.4504 0.9325
```

Computed properties:
**E**: -9265.9746 eV
**Frontier orbital gap (alpha / beta)**: 6.9 / 7.6 eV
**Energy above the lowest of the compared OMol25 structures with the same formula, charge and spin**: 7.527 eV

***

(2)
Here is a 6-piece molecular cluster, C5H20NO7 overall in a non-equilibrium geometry from the Open Molecules 2025 dataset. Energies are from the ωB97M-V functional and the def2-TZVPD basis.

```
33
C5H20NO7 the ωB97M-V functional and the def2-TZVPD basis
O 1.0215 1.6001 2.2595
C 0.6809 1.9926 1.0996
O -0.2370 2.8137 0.8867
C 1.3853 1.3153 -0.0805
C 1.2310 -0.1888 -0.0073
C -0.2009 -0.6522 0.2668
C -1.6237 -2.6770 0.2177
N -0.2363 -2.1223 0.2796
H 2.4528 1.6067 -0.1082
H 0.9735 1.6882 -1.0184
H 1.8694 -0.5639 0.8014
H 1.6110 -0.6698 -0.9314
H -0.8640 -0.2133 -0.5008
H -0.3875 -0.1610 1.2309
H -2.0513 -2.2827 1.1442
H -2.1685 -2.4150 -0.6985
H -1.3812 -3.7439 0.2768
H 0.2835 -2.3874 -0.5509
H 2.4451 0.5787 2.5021
H 2.3383 -0.6726 3.2970
O 3.0395 -0.1221 2.8802
H -2.0266 -1.0251 -2.9894
H -2.6004 0.1221 -3.4013
O -2.9526 -0.7737 -3.2162
H 0.4326 -0.7624 3.5527
H 0.5970 -1.8757 2.4779
O 0.7309 -1.6724 3.4335
H -0.9303 2.8158 -0.5547
H -2.1754 2.4463 -1.3576
O -1.3109 2.8323 -1.4941
H 0.7435 1.5652 -3.3547
H -0.5034 2.0698 -2.7771
O -0.1856 1.5343 -3.5655
```

Computed properties:
**E**: -21334.8814 eV
**Net charge**: -1
**Frontier orbital gap**: 8.9 eV
**Energy above the lowest of the compared OMol25 structures with the same formula, charge and spin**: 1.405 eV

***

(3)
Here is one molecule with the formula H3NP2S in a non-equilibrium geometry from the Open Molecules 2025 dataset. Energies are from the ωB97M-V functional and the def2-TZVPD basis.

```
7
H3NP2S the ωB97M-V functional and the def2-TZVPD basis
N 0.1871 1.0728 0.0442
P -1.6586 0.9670 -0.1160
P 0.3946 -0.5908 -0.1660
S -1.4023 -1.4240 0.2300
H 0.3968 1.6248 0.9423
H 1.3101 -1.0248 0.5888
H 0.7723 -0.6249 -1.5234
```

Computed properties:
**E**: -30948.3191 eV
**⟨S²⟩**: 2.007
**Frontier orbital gap (alpha / beta)**: 6.1 / 8.9 eV
**2S+1**: 3
**Energy above the lowest of the compared OMol25 structures with the same formula, charge and spin**: 1.027 eV

***

(4)
Here is a 2-piece molecular cluster, CH3NOS2 overall in a non-equilibrium geometry from the Open Molecules 2025 dataset. Energies are from the ωB97M-V functional and the def2-TZVPD basis.

```
8
CH3NOS2 the ωB97M-V functional and the def2-TZVPD basis
C -2.1918 1.0359 0.9841
N -2.0381 -0.0158 1.4497
H -2.3448 2.0315 0.5163
O 1.5030 -1.8793 -0.0116
S 0.2956 -0.7672 -0.4256
S 1.3542 0.6298 -1.4126
H 1.4344 -2.5537 -0.6578
H 1.9875 1.5188 -0.4425
```

Computed properties:
**E**: -26291.9813 eV
**SMILES string**: C#N.OSS
**Frontier orbital gap**: 9.7 eV
**Energy above the lowest of the compared OMol25 structures with the same formula, charge and spin**: 0.988 eV